Entry 1:
The following is a quantum chemistry calculation of C5H8CeFO4 as an isolated structure in a non-equilibrium geometry, from the Open Molecules 2025 dataset.

## Properties
Orbital gap (spin up / spin down) in eV: 6.1 / 8.0

The geometry in ORCA input format:
```
! RIJCOSX wB97M-V def2-TZVPD def2/J DEFGRID3
* xyz 1 3
C -1.5314 0.4091 -1.0531
O -0.5351 -0.4802 -1.4398
Ce -0.0849 -2.6945 -2.3518
C -1.9028 1.4329 -2.1151
H -2.4455 -0.1268 -0.7296
H -1.1782 0.9436 -0.1468
H -2.5606 2.2082 -1.6946
H -1.0100 1.9316 -2.5203
H -2.4515 0.9524 -2.9390
C 1.3002 -1.2840 0.2494
O 0.8470 -1.6566 1.4707
C 1.1029 -0.6524 2.4094
C 1.5139 0.5359 1.5488
O 1.8601 -0.0781 0.3075
O 1.6799 -2.1336 -0.5610
F 2.1336 -1.0683 3.2142
H 0.2134 -0.5079 3.0307
H 0.6647 1.2071 1.3702
H 2.3845 1.0618 1.9505
*
```

***

Entry 2:
The following is a quantum chemistry calculation of a 2-piece molecular cluster, C5H8Cl2 overall in a non-equilibrium geometry, from the Open Molecules 2025 dataset.

## Properties
Orbital gap (spin up / spin down) in eV: 8.6 / 8.1

The geometry in ORCA input format:
```
! RIJCOSX wB97M-V def2-TZVPD def2/J DEFGRID3
* xyz 0 1
C -2.3704 -0.1422 1.1614
C 1.4313 -0.0399 0.5357
C 0.2036 0.4971 0.6670
C 1.5402 -1.4572 1.1200
C -0.0393 1.8170 0.0860
Cl 2.8574 0.8644 0.0742
Cl -3.1464 0.8379 -0.0260
H -2.3114 -1.1361 0.6480
H -2.6043 0.0383 2.1886
H 0.5810 -1.7203 1.6583
H 2.3579 -1.5877 1.6716
H 1.5964 -2.1897 0.3353
H 0.0776 2.6697 0.8252
H -1.1159 1.7838 -0.0325
H 0.4763 1.9015 -0.8599
*
```

***

Entry 3:
The following is a quantum chemistry calculation of a 2-piece molecular cluster, C5H8Cl2O overall in a non-equilibrium geometry, from the Open Molecules 2025 dataset.

## Properties
SMILES string: C=C(Cl)Cl.C=C(C)O
Orbital gap in eV: 9.6

The geometry in ORCA input format:
```
! RIJCOSX wB97M-V def2-TZVPD def2/J DEFGRID3
* xyz 0 1
C 1.7360 -0.7238 1.5310
C 1.5986 0.0595 2.5827
Cl 2.5548 1.5359 2.9458
Cl 0.3228 -0.1883 3.6655
H 2.5495 -0.5222 0.8703
H 1.0833 -1.5595 1.4674
C 0.2464 0.4308 -1.8126
C -1.0206 0.0967 -1.5900
C -1.8499 0.4868 -0.4070
O -1.5781 -1.0419 -2.1740
H 0.7058 1.2652 -1.4540
H 0.7558 -0.1739 -2.4926
H -2.8619 0.1003 -0.5145
H -1.8325 1.5736 -0.2288
H -1.4260 -0.0527 0.4869
H -0.9840 -1.2863 -2.8761
*
```

***

Entry 4:
The following is a quantum chemistry calculation of a 2-piece molecular cluster, C5H8Cl2O2 overall in a non-equilibrium geometry, from the Open Molecules 2025 dataset.

## Properties
SMILES string: O=C1CCCO1.ClCCl
Orbital gap in eV: 11.0

The geometry in ORCA input format:
```
! RIJCOSX wB97M-V def2-TZVPD def2/J DEFGRID3
* xyz 0 1
O -0.0415 -1.8337 0.3288
C 0.5262 -0.7597 0.3843
C 1.2402 -0.3123 1.6572
C 1.5589 1.1616 1.3616
C 1.3873 1.2691 -0.1808
O 0.6693 0.0976 -0.6190
H 0.6285 -0.4445 2.5497
H 2.1885 -0.8361 1.7771
H 0.8523 1.7975 1.8950
H 2.5706 1.4471 1.6499
H 0.7347 2.1235 -0.3606
H 2.3245 1.4102 -0.7191
Cl -4.3696 -0.6572 -1.2154
C -2.8044 -0.9413 -1.9205
Cl -2.7042 -2.5461 -2.6671
H -2.7561 -0.2044 -2.7222
H -2.0053 -0.7713 -1.1989
*
```

***

Entry 5:
The following is a quantum chemistry calculation of a 2-piece molecular cluster, C5H8Cl2Si overall in a non-equilibrium geometry, from the Open Molecules 2025 dataset.

## Properties
Orbital gap in eV: 9.5

The geometry in ORCA input format:
```
! RIJCOSX wB97M-V def2-TZVPD def2/J DEFGRID3
* xyz 0 1
C -0.2644 1.0403 -1.2656
C -0.7369 0.6179 -0.1164
C 1.0309 0.5781 -1.7499
C 0.1976 -0.1987 0.7123
C -0.2589 -1.5745 1.1156
Si 1.9503 0.0063 -0.2024
Cl 3.1758 1.4055 0.5001
Cl 3.0309 -1.6994 -0.3097
H -0.7942 1.8232 -1.8204
H -1.7328 1.0143 0.3387
H 0.8355 -0.3022 -2.4229
H 1.6126 1.3784 -2.3923
H 0.0550 0.5628 2.2139
H -0.7084 -1.9472 0.1413
H -1.2033 -1.6454 1.8112
H 0.6235 -2.2457 1.4922
*
```

***

Entry 6:
The following is a quantum chemistry calculation of one molecule with the formula C5H8ClF in a non-equilibrium geometry, from the Open Molecules 2025 dataset.

## Properties
SMILES string: CC1(C)C[C@]1(F)Cl
Orbital gap in eV: 10.6

The geometry in ORCA input format:
```
! RIJCOSX wB97M-V def2-TZVPD def2/J DEFGRID3
* xyz 0 1
C -0.6675 -0.0691 1.3815
C -0.0456 -0.1352 0.0017
C -0.5672 -1.2859 -0.7559
C 1.6104 0.4685 -0.1133
C 0.3285 1.1741 -0.6200
F 0.0596 1.1870 -1.9909
Cl -0.1040 2.7259 0.0970
H -1.5327 -0.7762 1.4258
H -1.0661 1.0568 1.5804
H 0.0050 -0.3853 2.1331
H -0.4396 -1.2114 -1.9037
H -1.6671 -1.2855 -0.5878
H -0.2816 -2.2949 -0.5274
H 2.0757 0.9094 0.8249
H 2.2922 -0.0783 -0.9453
*
```

***

Entry 7:
The following is a quantum chemistry calculation of an isolated ion of composition C5H8ClN2 and charge +1 in a non-equilibrium geometry, from the Open Molecules 2025 dataset.

## Properties
SMILES string: [NH2+]=C1N=CCC[C@H]1Cl
Orbital gap in eV: 9.9

The geometry in ORCA input format:
```
! RIJCOSX wB97M-V def2-TZVPD def2/J DEFGRID3
* xyz 1 1
N 0.2847 -2.3288 0.2091
C -0.2377 -1.1918 -0.1729
N 0.0956 -0.7098 -1.3489
C 0.2631 0.5269 -1.5651
C 0.5240 1.5140 -0.4402
C 0.2387 0.8410 0.8518
C -0.9740 -0.2039 0.7528
Cl -2.4731 0.4238 -0.1066
H 0.0505 -2.7182 1.0385
H 1.0755 -2.6296 -0.3232
H 0.1783 0.9152 -2.5595
H 1.5137 1.8214 -0.3677
H -0.1884 2.3983 -0.5083
H 1.1487 0.2783 1.2003
H -0.1809 1.6596 1.6037
H -1.3187 -0.5963 1.7360
*
```

***

Entry 8:
The following is a quantum chemistry calculation of one molecule with the formula C5H8ClN3 in a non-equilibrium geometry, from the Open Molecules 2025 dataset.

## Properties
Orbital gap (spin up / spin down) in eV: 7.8 / 7.2

The geometry in ORCA input format:
```
! RIJCOSX wB97M-V def2-TZVPD def2/J DEFGRID3
* xyz 0 1
C 1.1159 1.4885 -0.1626
C -1.3891 0.3490 -0.4681
C -0.8296 -1.0710 -0.5645
C 0.2666 1.3578 0.9387
C 1.2818 -1.0117 0.5283
N 1.7704 1.6336 -1.1120
N -1.0431 1.0359 0.7496
N 0.5735 -1.2103 -0.6976
Cl 2.9585 -0.7092 0.3241
H -1.0776 0.9362 -1.3037
H -2.4576 0.4338 -0.6498
H -0.9692 -1.6174 0.4080
H -1.3140 -1.6217 -1.3056
H 0.6333 1.3878 1.9042
H 0.9562 -1.6334 1.2711
H -1.5916 0.9672 1.5405
H 1.1156 -0.7151 -1.4006
*
```

***

Entry 9:
The following is a quantum chemistry calculation of one molecule with the formula C5H8ClN3O3S2 in a non-equilibrium geometry, from the Open Molecules 2025 dataset.

## Properties
Orbital gap (spin up / spin down) in eV: 7.0 / 7.0

The geometry in ORCA input format:
```
! RIJCOSX wB97M-V def2-TZVPD def2/J DEFGRID3
* xyz 0 1
C 1.1676 0.4648 0.8065
C 0.5204 -0.6913 0.8702
C -0.7100 0.2848 -1.9141
C 1.3980 1.5805 1.7976
C -2.1835 0.2853 -1.5955
N 2.0369 -0.6955 -1.4774
N 1.0192 -1.5070 -1.4306
N -0.2099 -1.0599 -1.8038
O -0.0983 1.2397 -2.3886
O -1.0672 0.1862 2.8906
O -0.0778 -2.0724 3.0762
S 2.0247 0.9033 -0.7777
S -0.5274 -0.9569 2.2536
Cl -2.1403 -1.7577 1.1804
H 2.3825 2.1550 1.5056
H 1.2295 1.1753 2.8491
H 0.6118 2.3295 1.6267
H -2.5757 -0.6643 -1.2970
H -2.2757 1.0017 -0.7976
H -2.6848 0.7726 -2.4198
H 3.0165 -1.2533 -1.4811
H -0.8568 -1.7205 -1.4732
*
```

***

Entry 10:
The following is a quantum chemistry calculation of C5H8CoO3 as an isolated structure in a non-equilibrium geometry, from the Open Molecules 2025 dataset.

## Properties
Orbital gap (spin up / spin down) in eV: 6.9 / 6.0

The geometry in ORCA input format:
```
! RIJCOSX wB97M-V def2-TZVPD def2/J DEFGRID3
* xyz 2 4
O -2.3590 -0.9226 -1.4620
C 0.2662 1.7565 1.1279
C -1.8434 0.2781 -1.0463
O 1.1683 2.3837 1.4320
O -0.8649 1.3799 1.0009
C -1.4572 0.0566 0.4031
Co -1.9961 -2.2419 -2.4025
H -2.5879 1.0909 -1.1035
H -0.9567 0.5997 -1.6252
H -0.6543 -0.6678 0.5605
H -2.3023 -0.1049 1.0742
C 2.3595 -0.9603 0.8946
C 2.1667 -0.2378 -0.2166
H 1.7906 -1.8725 1.0899
H 3.0108 -0.6067 1.6977
H 1.4800 -0.5730 -0.9982
H 2.7796 0.6423 -0.4265
*
```

***

Entry 11:
The following is a quantum chemistry calculation of C5H8CuFO4 as an isolated structure in a non-equilibrium geometry, from the Open Molecules 2025 dataset.

## Properties
Orbital gap (spin up / spin down) in eV: 6.5 / 8.3

The geometry in ORCA input format:
```
! RIJCOSX wB97M-V def2-TZVPD def2/J DEFGRID3
* xyz 0 3
C -0.4167 0.6588 1.4857
O -1.5071 0.2596 0.7321
Cu -2.4982 -1.1200 0.4279
C -0.7716 1.7048 2.5354
H 0.0597 -0.2046 1.9962
H 0.3626 1.0855 0.8172
H 0.1264 2.0375 3.0778
H -1.2353 2.5865 2.0672
H -1.4819 1.2890 3.2661
C -0.7405 -0.8205 -1.4674
O 0.0125 -1.9181 -1.6183
C 1.3568 -1.5611 -1.8102
C 1.3702 -0.0716 -1.4854
O -0.0153 0.2779 -1.5386
O -1.9600 -0.8474 -1.4821
F 1.6742 -1.7916 -3.1209
H 1.9969 -2.1928 -1.1863
H 1.7426 0.1154 -0.4716
H 1.9246 0.5127 -2.2250
*
```

***

Entry 12:
The following is a quantum chemistry calculation of one molecule with the formula C5H8FIN2O in a non-equilibrium geometry, from the Open Molecules 2025 dataset.

## Properties
SMILES string: [H]/N=C(\I)[C@@H](OC)/C(F)=N/C
Orbital gap in eV: 10.2

The geometry in ORCA input format:
```
! RIJCOSX wB97M-V def2-TZVPD def2/J DEFGRID3
* xyz 0 1
H 3.0409 -2.7115 0.0233
N 2.3062 -2.0578 0.1087
C 2.6125 -0.8605 0.0640
I 4.5375 -0.0602 0.0693
C 1.4088 0.1271 0.2279
O 1.6052 1.2682 -0.5001
C 0.5359 2.0520 -0.9847
C 0.1472 -0.6167 -0.2039
F 0.1349 -0.7671 -1.5797
N -0.8070 -0.8673 0.5331
C -1.9920 -1.5629 0.0641
H 1.2525 0.4557 1.3288
H 0.7258 3.1373 -0.6463
H -0.4529 1.5414 -0.6195
H 0.5718 1.9500 -2.0837
H -1.9456 -2.4919 0.6900
H -1.8721 -1.7662 -1.1348
H -2.8446 -0.8158 0.2855
*
```

***

Entry 13:
The following is a quantum chemistry calculation of one molecule with the formula C5H8FN in a non-equilibrium geometry, from the Open Molecules 2025 dataset.

## Properties
SMILES string: FC1C[C@H]2N[C@@H]2C1
Orbital gap in eV: 9.6

The geometry in ORCA input format:
```
! RIJCOSX wB97M-V def2-TZVPD def2/J DEFGRID3
* xyz 0 1
F 1.8438 1.3029 -0.7165
C 0.8435 0.8184 0.2607
C -0.5840 1.0948 -0.1916
C -1.3513 -0.0662 0.3427
N -1.8175 -1.4650 -0.1002
C -0.3869 -1.1786 -0.1743
C 0.9676 -0.7849 0.5569
H 1.1639 1.3090 1.1386
H -1.0487 2.0662 0.0708
H -0.5874 0.9358 -1.2753
H -1.3740 0.0645 1.4771
H -2.0434 -1.8826 0.7513
H -0.1101 -0.9263 -1.2001
H 1.8464 -1.0457 -0.1740
H 1.3487 -1.2931 1.5941
*
```

***

Entry 14:
The following is a quantum chemistry calculation of one molecule with the formula C5H8FN in a non-equilibrium geometry, from the Open Molecules 2025 dataset.

## Properties
SMILES string: F[C@@]12CCN[C@H]1C2
Orbital gap in eV: 9.3

The geometry in ORCA input format:
```
! RIJCOSX wB97M-V def2-TZVPD def2/J DEFGRID3
* xyz 0 1
F -1.2645 0.7283 -1.1894
C 0.0877 0.7188 -0.7128
C -0.0485 1.0530 0.7947
C -0.7727 -0.1724 1.3656
N -0.7903 -1.2364 0.2468
C 0.4258 -0.8652 -0.5649
C 0.8964 0.0373 -1.7720
H -0.5843 1.9591 0.7083
H 0.9768 1.2788 1.2437
H -1.9105 0.1857 1.3029
H -0.3679 -0.4136 2.2758
H -0.7951 -2.1810 0.8323
H 1.4851 -1.0340 -0.0859
H 0.5606 0.1042 -2.8738
H 2.1013 -0.1624 -1.5712
*
```

***

Entry 15:
The following is a quantum chemistry calculation of C5H8FN as an isolated structure in a non-equilibrium geometry, from the Open Molecules 2025 dataset.

## Properties
Orbital gap in eV: 10.1

The geometry in ORCA input format:
```
! RIJCOSX wB97M-V def2-TZVPD def2/J DEFGRID3
* xyz 0 1
C -0.1028 2.1367 1.9830
C 0.5808 1.3632 1.1961
C -0.1046 -0.3433 -0.7272
C -0.9834 -0.7753 -1.9556
C 0.6942 -1.3280 0.0301
N -0.3021 0.8580 -0.3984
F 1.8179 0.8754 1.3178
H 0.2974 2.2290 3.0636
H -0.8927 2.7704 1.5623
H -0.9245 -0.2147 -2.9077
H -2.0283 -0.8224 -1.5602
H -0.6530 -1.8572 -2.0942
H 0.0506 -2.3040 -0.1038
H 0.9065 -1.0720 1.1675
H 1.6441 -1.5157 -0.5731
*
```

***

Entry 16:
The following is a quantum chemistry calculation of an isolated ion of composition C5H8FN2 and charge +1 in a non-equilibrium geometry, from the Open Molecules 2025 dataset.

## Properties
Orbital gap (spin up / spin down) in eV: 7.8 / 7.8

The geometry in ORCA input format:
```
! RIJCOSX wB97M-V def2-TZVPD def2/J DEFGRID3
* xyz 1 1
C 1.1778 0.5802 0.2968
C -0.1755 1.0647 0.3702
C -1.2207 -1.1372 0.2711
C 2.5664 -1.2331 -0.2000
C -2.5229 0.7956 -0.1205
N 1.2781 -0.5904 -0.1150
N -1.1535 0.2456 0.2453
F -2.0126 -1.6092 -0.6308
H 2.0369 1.3206 0.6652
H -0.3318 2.0961 0.5522
H 2.3992 -2.3610 -0.0344
H 2.8776 -1.3497 -1.2235
H 3.4176 -0.6759 0.3040
H -2.9806 0.4126 -0.9641
H -3.1116 0.6097 0.8163
H -2.2442 1.8312 -0.2326
*
```

***

Entry 17:
The following is a quantum chemistry calculation of an isolated ion of composition C5H8FN2 and charge +1 in a non-equilibrium geometry, from the Open Molecules 2025 dataset.

## Properties
SMILES string: Cc1cn(C)c(F)[nH+]1
Orbital gap in eV: 11.2

The geometry in ORCA input format:
```
! RIJCOSX wB97M-V def2-TZVPD def2/J DEFGRID3
* xyz 1 1
C -0.9230 -0.1100 2.2999
C -0.5395 -0.2603 0.8272
C -0.3256 0.6111 -0.1793
N -0.1444 -0.0442 -1.3746
C 0.2656 0.4998 -2.6903
C -0.1782 -1.3473 -1.0080
F 0.1161 -2.3373 -1.9883
N -0.4240 -1.5111 0.2616
H -1.8587 0.3290 2.5150
H -0.8863 -1.1752 2.8010
H -0.1907 0.4849 2.9356
H -0.4429 1.6537 -0.1086
H -0.6784 0.6765 -3.2278
H 1.1320 1.2145 -2.6363
H 0.5179 -0.3705 -3.3229
H -0.2854 -2.4119 0.5871
*
```

***

Entry 18:
The following is a quantum chemistry calculation of an isolated ion of composition C5H8FN2 and charge +1 in a non-equilibrium geometry, from the Open Molecules 2025 dataset.

## Properties
SMILES string: FCCc1c[nH]c[nH+]1
Orbital gap in eV: 10.5

The geometry in ORCA input format:
```
! RIJCOSX wB97M-V def2-TZVPD def2/J DEFGRID3
* xyz 1 1
F 1.9829 -1.3345 0.6828
C 2.3910 -0.1292 0.0462
C 1.2042 0.6694 -0.6296
C -0.2165 0.1932 -0.1973
C -1.3186 1.1171 0.0947
N -2.4055 0.2645 0.4383
C -2.0352 -1.0438 0.3624
N -0.7236 -1.1195 -0.0392
H 2.8205 0.5320 0.8556
H 3.1800 -0.4186 -0.7089
H 1.2987 0.7273 -1.7571
H 1.2848 1.7456 -0.2854
H -1.3297 2.2319 0.0536
H -3.3555 0.5270 0.7134
H -2.5936 -1.9871 0.5534
H -0.1840 -1.9751 -0.1831
*
```

***

Entry 19:
The following is a quantum chemistry calculation of C5H8I2O3 as an isolated structure in a non-equilibrium geometry, from the Open Molecules 2025 dataset.

## Properties
Orbital gap (spin up / spin down) in eV: 7.6 / 7.7

The geometry in ORCA input format:
```
! RIJCOSX wB97M-V def2-TZVPD def2/J DEFGRID3
* xyz 0 1
C -1.3304 0.0326 0.8378
C -0.2871 -0.7991 0.5524
C -1.3271 2.4272 -1.6780
C -2.5817 -0.0330 0.3220
C 1.0994 -0.6068 1.2505
O 1.6555 0.3976 0.4331
O 1.0143 -0.2855 2.5945
O 1.8638 -1.8570 1.1754
I -4.0808 1.3242 0.9764
I -3.2091 -1.7705 -0.6104
H -1.0287 0.7540 1.6411
H -0.3484 -1.5989 -0.1844
H -0.7332 1.5639 -1.3910
H -2.1664 2.4687 -2.5099
H -1.2545 3.2455 -1.0456
H 2.5964 0.4090 0.7878
H 1.7633 -0.7325 3.0671
H 2.4333 -1.8628 0.3389
*
```

***

Entry 20:
The following is a quantum chemistry calculation of one molecule with the formula C5H8IN in a non-equilibrium geometry, from the Open Molecules 2025 dataset.

## Properties
Orbital gap (spin up / spin down) in eV: 6.9 / 6.7

The geometry in ORCA input format:
```
! RIJCOSX wB97M-V def2-TZVPD def2/J DEFGRID3
* xyz 0 1
C -1.5803 -0.1381 -0.0693
C 0.7698 -0.5829 -1.5501
C -0.7587 0.2756 1.0524
C -0.3279 -0.7886 -0.6998
C 0.1431 1.5370 1.0269
N 0.6067 -1.7804 -0.7438
I 2.0100 -2.0968 0.8342
H -2.0940 -1.0940 0.0405
H -2.0395 0.4811 -0.8385
H 0.9918 -0.6982 -2.6776
H 1.6626 -0.0134 -1.1856
H -0.6109 -0.5849 1.7338
H 1.1166 1.3520 0.6553
H 0.3662 1.7850 2.0739
H -0.2555 2.3466 0.3477
*
```